# 1
Below is an isolated molecule of C5H4BrClO2, with properties calculated with wB97M-V/def2-TZVPD.

Each line ends with the Mulliken charge.
CARTESIAN COORDINATES (ANGSTROEM)
O  -2.5181  -1.1850  1.5335  -0.57
C  -1.4335  -0.9597  1.0081  0.26
C  -1.2029  0.2290  0.2238  -0.25
C  0.0737  0.1782  -0.2081  0.20
C  0.8117  1.1877  -1.0292  -0.33
Cl  -0.2853  2.2280  -1.8913  -0.18
C  0.6996  -1.0654  0.3550  -0.07
Br  2.1977  -0.6266  1.5428  -0.14
O  -0.3519  -1.7517  1.0850  -0.30
H  -1.9108  1.0563  0.0450  0.41
H  1.4841  1.7807  -0.4209  0.34
H  1.3993  0.6576  -1.8084  0.29
H  1.0365  -1.7290  -0.4351  0.36

Calculated values
energy: -91909.359 eV
charge: 0
HOMO energy: -0.390 Ha
HOMO-LUMO gap: 10.279 eV
LUMO: -0.33 eV


# 2
Below is a structure of composition C24H37AsNO3PRhS4, with properties calculated with wB97M-V/def2-TZVPD.

Each line ends with the Löwdin spin population.
CARTESIAN COORDINATES (ANGSTROEM)
Rh  -0.4734  -0.0355  0.7854  2.14
S  0.5472  1.3569  -0.9260  0.42
C  1.2719  2.6327  -0.0405  0.08
C  1.8724  3.6937  -0.7690  0.02
C  2.4606  4.7539  -0.1354  0.03
C  2.4877  4.7990  1.2737  0.04
C  1.9379  3.7827  2.0067  0.01
C  1.3224  2.6634  1.3866  0.09
S  0.7120  1.4109  2.3864  0.37
H  1.8508  3.6390  -1.8508  0.00
H  2.9019  5.5575  -0.7132  0.00
H  2.9552  5.6363  1.7791  0.00
H  1.9690  3.8031  3.0893  0.00
N  1.2870  -2.8613  3.0488  0.00
C  1.2245  -2.6165  1.7060  0.02
O  2.0978  -1.9735  1.1437  0.03
C  0.0500  -3.2179  0.9546  0.05
C  -0.9385  -2.1973  0.3532  0.29
H  1.8962  -2.2393  3.5583  0.00
H  0.4193  -3.0802  3.5109  0.00
H  -0.4822  -3.8974  1.6238  0.00
H  0.5123  -3.8065  0.1585  0.00
H  -1.9426  -2.3613  0.7309  0.02
H  -0.9158  -2.2155  -0.7342  0.03
C  1.7040  -0.7130  -3.8249  0.00
As  1.7673  -1.3987  -1.9758  0.04
C  3.6274  -0.8832  -1.6650  0.00
C  2.1340  -3.3507  -2.3480  0.01
C  3.0382  -3.6649  -3.4926  0.00
C  4.4006  -3.8963  -3.2927  0.00
C  5.2494  -4.1719  -4.3574  0.00
C  4.7547  -4.2233  -5.6531  0.00
C  3.4001  -3.9998  -5.8696  0.00
C  2.5569  -3.7235  -4.8036  0.00
H  2.5404  -1.0690  -4.4291  0.00
H  1.7511  0.3742  -3.7504  0.00
H  0.7651  -0.9793  -4.3132  0.00
H  4.2665  -1.2250  -2.4821  0.00
H  3.9627  -1.3048  -0.7177  0.00
H  3.6806  0.2046  -1.5969  0.00
H  1.1562  -3.8177  -2.4773  0.00
H  2.5601  -3.7086  -1.4098  0.00
H  4.7968  -3.8635  -2.2838  0.00
H  6.3014  -4.3512  -4.1701  0.00
H  5.4158  -4.4392  -6.4836  0.00
H  2.9986  -4.0380  -6.8758  0.00
H  1.5003  -3.5530  -4.9819  0.00
C  -4.0817  3.0196  3.3873  0.00
C  -3.8047  1.8031  4.2567  0.00
C  -2.4366  1.8848  4.9105  0.00
O  -4.0225  0.5810  3.5146  0.01
P  -3.0381  -0.1922  2.4830  0.02
S  -1.5551  -1.0940  3.4125  0.10
S  -2.7722  0.9896  0.8734  0.14
O  -4.0406  -1.3762  2.0568  0.00
C  -5.3027  -1.1078  1.4227  0.00
C  -5.3677  -1.9715  0.1803  0.00
C  -6.4103  -1.4160  2.4155  0.00
H  -4.0096  3.9224  4.0001  0.00
H  -5.0817  2.9651  2.9532  0.00
H  -3.3552  3.0827  2.5788  0.00
H  -4.5710  1.7462  5.0306  0.00
H  -1.6563  2.0367  4.1608  0.00
H  -2.2039  0.9692  5.4513  0.00
H  -2.4266  2.7291  5.6052  0.00
H  -5.3372  -0.0550  1.1354  0.00
H  -5.2467  -3.0212  0.4586  0.00
H  -4.5681  -1.6997  -0.5098  0.00
H  -6.3315  -1.8444  -0.3199  0.00
H  -6.3488  -2.4647  2.7159  0.00
H  -7.3915  -1.2316  1.9697  0.00
H  -6.2937  -0.7930  3.3023  0.00

Calculated values
energy: -149601.781 eV
charge: -1
HOMO energy (spin up / spin down): -0.133 / -0.166 Ha
HOMO-LUMO gap (spin up / spin down): 6.331 / 5.400 eV
LUMO (spin up / spin down): 2.72 / 0.88 eV
multiplicity: 5


ΔE to the lowest compared entry with this formula, charge and spin / eV: 0.000, 0.450